# 1
{"formula": "C48H57Cl5N6O3V", "method": "ωB97M-V with the def2-TZVPD basis set", "symbols": ["V", "Cl", "C", "C", "Cl", "C", "Cl", "C", "O", "C", "Cl", "C", "Cl", "N", "C", "C", "C", "C", "C", "N", "C", "C", "C", "C", "C", "N", "H", "H", "H", "H", "H", "H", "H", "H", "H", "C", "C", "O", "C", "C", "H", "H", "H", "H", "H", "H", "H", "H", "H", "H", "C", "C", "C", "C", "C", "C", "C", "C", "N", "C", "C", "C", "C", "C", "C", "C", "C", "C", "C", "H", "H", "H", "H", "H", "H", "H", "H", "H", "H", "H", "H", "H", "H", "H", "H", "H", "H", "H", "H", "H", "H", "H", "H", "C", "C", "N", "C", "C", "C", "O", "C", "C", "C", "C", "N", "C", "H", "H", "H", "H", "H", "H", "H", "H", "H", "H", "H", "H", "H", "H"], "coordinates": [[0.2184, 0.0004, 0.6098], [-2.3214, -2.3866, 7.4056], [-1.8208, -1.7808, 5.8796], [-2.5543, -0.7773, 5.2497], [-3.9702, -0.1520, 5.9897], [-2.1428, -0.2810, 4.0169], [-3.0438, 0.9533, 3.2224], [-0.9909, -0.7764, 3.3933], [-0.6240, -0.3167, 2.2092], [-0.2797, -1.8038, 4.0219], [1.0856, -2.4621, 3.2138], [-0.6839, -2.2954, 5.2584], [0.2128, -3.5484, 6.0110], [3.6405, 2.4394, 1.7846], [3.2334, 2.1605, 0.4935], [4.3052, 2.2614, -0.4231], [4.0909, 2.1036, -1.7623], [2.7908, 1.8736, -2.2070], [1.8157, 1.7629, -1.2573], [1.9894, 1.8497, 0.0808], [3.0493, 2.6520, 3.0244], [3.8564, 3.3048, 3.9684], [3.3691, 3.4955, 5.2374], [2.0836, 3.0587, 5.5321], [1.3676, 2.4514, 4.5267], [1.8302, 2.2269, 3.2863], [4.6199, 2.6694, 1.8083], [5.2980, 2.4712, -0.0471], [4.9162, 2.1776, -2.4578], [2.5514, 1.7689, -3.2553], [0.7973, 1.5847, -1.5798], [4.8469, 3.6460, 3.6956], [3.9743, 3.9898, 5.9856], [1.6478, 3.1940, 6.5115], [0.3642, 2.1239, 4.7091], [-3.0856, -3.0547, 1.9559], [-3.9500, -1.8651, 1.6090], [-3.2881, -1.0669, 0.6308], [-4.1951, -0.3522, -0.2037], [-4.9402, 0.7587, 0.5051], [-3.5500, -3.6419, 2.7494], [-2.1005, -2.7418, 2.3028], [-2.9519, -3.7004, 1.0877], [-4.1610, -1.2597, 2.4977], [-4.9121, -2.2049, 1.2081], [-4.8959, -1.0601, -0.6645], [-3.5917, 0.0615, -1.0129], [-5.5398, 0.3766, 1.3322], [-5.6046, 1.2646, -0.1952], [-4.2436, 1.5005, 0.9003], [5.9948, -3.2472, -0.1397], [4.9445, -2.3594, 0.4713], [5.1180, -1.8120, 1.7327], [4.1327, -1.0058, 2.2918], [4.2998, -0.4595, 3.6846], [2.9796, -0.7531, 1.5669], [2.7527, -1.3136, 0.3042], [3.7629, -2.1191, -0.2261], [1.4631, -1.0996, -0.2569], [0.7517, -1.9446, -1.2683], [-0.2828, -2.8073, -0.5168], [-1.1861, -3.5692, -1.4935], [-1.9387, -2.5632, -2.3670], [-0.9351, -1.7190, -3.1558], [-0.0728, -2.6208, -4.0397], [0.6706, -3.6205, -3.1534], [-0.3319, -4.4780, -2.3787], [1.5766, -2.8853, -2.1559], [-0.0096, -0.9811, -2.1859], [6.9581, -3.1185, 0.3517], [6.1236, -3.0342, -1.2013], [5.7144, -4.2984, -0.0481], [6.0184, -2.0276, 2.2970], [4.9908, -1.0754, 4.2585], [3.3482, -0.4283, 4.2186], [4.7048, 0.5555, 3.6720], [2.2096, -0.1667, 2.0593], [3.6876, -2.5347, -1.2120], [-0.9221, -2.1764, 0.1250], [0.2502, -3.4923, 0.1485], [-1.8997, -4.1687, -0.9250], [-2.5569, -1.9249, -1.7309], [-2.6064, -3.0852, -3.0574], [-1.4661, -0.9883, -3.7746], [0.6390, -2.0198, -4.6144], [-0.7028, -3.1510, -4.7584], [1.3000, -4.2612, -3.7751], [0.1965, -5.2147, -1.7669], [-0.9693, -5.0316, -3.0731], [2.3417, -2.3216, -2.6972], [2.0671, -3.6344, -1.5362], [-0.6289, -0.3089, -1.5736], [0.7073, -0.3576, -2.7288], [-0.6084, 2.5003, -4.4018], [-1.4791, 3.6369, -3.8824], [-2.8758, 3.2661, -3.6833], [-3.7396, 3.1265, -4.8602], [-3.9735, 1.6779, -5.2634], [-3.4207, 2.9770, -2.4819], [-4.5873, 2.6543, -2.3297], [-2.5156, 3.0100, -1.2765], [-2.5066, 4.0473, -0.3553], [-1.7089, 3.9235, 0.7686], [-0.9584, 2.7746, 0.9491], [-0.9727, 1.7632, 0.0725], [-1.7475, 1.8953, -1.0127], [0.4336, 2.8205, -4.4525], [-0.9088, 2.1882, -5.4019], [-0.6704, 1.6266, -3.7478], [-1.4596, 4.4708, -4.5868], [-1.0793, 4.0177, -2.9436], [-3.2647, 3.6829, -5.6690], [-4.6906, 3.6084, -4.6353], [-3.0343, 1.1698, -5.4866], [-4.5978, 1.6359, -6.1560], [-4.4849, 1.1395, -4.4667], [-3.1124, 4.9299, -0.5170], [-1.6629, 4.7054, 1.5134], [-0.3279, 2.6462, 1.8135], [-1.7535, 1.0750, -1.7166]], "forces_ev_per_a": [[0.58, 0.87, 0.41], [0.01, 0.00, 0.00], [-0.01, -0.04, 0.01], [0.02, 0.02, -0.06], [-0.01, 0.00, 0.00], [0.15, 0.06, 0.06], [0.28, 0.15, 0.19], [-0.08, 0.01, -0.08], [0.32, -0.04, -0.21], [-0.07, 0.04, 0.12], [-0.12, -0.10, 0.04], [-0.02, 0.01, 0.00], [0.02, -0.01, 0.01], [-0.24, -0.21, -0.18], [0.05, -0.04, -0.27], [-0.07, -0.02, -0.18], [0.14, 0.03, 0.02], [-0.02, -0.01, -0.07], [-0.17, 0.05, 0.08], [0.33, -0.06, 0.51], [0.01, 0.06, 0.11], [0.03, -0.02, 0.03], [0.08, 0.07, 0.02], [-0.08, -0.01, 0.05], [0.14, 0.02, -0.16], [-0.25, -0.01, -0.16], [-0.02, -0.01, -0.03], [0.01, -0.01, -0.04], [0.00, -0.01, -0.01], [-0.01, 0.01, 0.00], [0.04, 0.01, 0.04], [0.01, 0.01, 0.00], [0.00, -0.01, 0.00], [0.00, -0.01, -0.02], [-0.46, -0.22, 0.07], [0.04, -0.05, -0.01], [0.00, 0.01, 0.01], [-0.08, -0.07, -0.17], [0.06, -0.04, 0.01], [-0.09, 0.10, -0.03], [-0.01, 0.01, 0.00], [-0.03, -0.02, -0.03], [-0.01, -0.01, -0.01], [-0.04, -0.13, -0.08], [0.00, -0.01, -0.01], [-0.03, 0.01, 0.05], [-0.04, 0.00, -0.02], [0.02, 0.00, 0.00], [0.02, -0.01, -0.04], [-0.03, -0.02, -0.06], [0.03, -0.01, -0.01], [-0.03, 0.04, -0.02], [0.00, 0.00, -0.03], [0.08, 0.09, 0.04], [0.02, 0.05, 0.01], [0.11, -0.02, 0.04], [-0.35, -0.43, 0.09], [0.16, 0.33, -0.16], [-0.23, -0.07, 0.01], [-0.03, -0.25, 0.21], [-0.02, -0.03, -0.01], [0.02, -0.01, 0.00], [-0.02, 0.03, 0.02], [0.03, 0.00, 0.00], [-0.02, -0.01, -0.01], [0.00, -0.01, 0.01], [0.00, 0.01, -0.01], [0.04, 0.06, -0.03], [0.03, -0.02, -0.14], [0.00, 0.00, 0.01], [0.00, 0.00, 0.00], [0.00, 0.00, 0.00], [0.00, -0.01, 0.00], [-0.01, -0.01, 0.01], [0.00, 0.02, -0.04], [-0.01, -0.03, 0.00], [-0.01, 0.06, 0.03], [-0.04, -0.05, -0.04], [0.00, 0.01, -0.03], [-0.01, 0.00, 0.04], [-0.01, -0.01, 0.00], [-0.03, 0.02, 0.01], [0.01, 0.00, 0.00], [-0.01, 0.01, 0.01], [0.01, 0.00, 0.00], [0.00, 0.00, 0.00], [0.00, 0.00, 0.00], [0.01, 0.00, 0.00], [-0.01, 0.00, 0.01], [-0.02, 0.00, -0.01], [0.07, 0.01, 0.02], [0.02, -0.05, 0.04], [-0.01, -0.01, 0.00], [0.02, -0.02, -0.02], [-0.03, 0.04, 0.01], [0.02, -0.08, -0.01], [0.02, 0.02, -0.01], [0.00, -0.03, 0.00], [-0.03, 0.02, -0.02], [0.00, 0.06, 0.02], [-0.01, -0.05, 0.01], [0.00, 0.00, 0.00], [0.02, 0.00, 0.07], [-0.04, -0.05, 0.02], [-0.26, -0.02, -0.28], [0.08, 0.00, 0.01], [-0.01, 0.02, -0.01], [-0.02, 0.00, 0.00], [0.01, 0.01, 0.01], [0.02, 0.01, 0.01], [-0.01, -0.02, 0.01], [0.00, 0.00, 0.00], [-0.01, -0.01, 0.00], [0.00, 0.00, 0.00], [-0.01, 0.00, 0.01], [0.00, 0.01, 0.01], [0.00, 0.00, 0.01], [-0.01, 0.00, 0.00], [0.18, -0.01, 0.16], [-0.05, 0.02, 0.00]], "lowdin_spin": [2.0121, 0.0017, 0.0052, -0.0011, -0.0008, 0.0045, 0.0010, -0.0005, 0.0133, 0.0045, 0.0017, -0.0012, -0.0008, -0.0003, -0.0001, 0.0004, 0.0001, 0.0006, 0.0019, 0.0000, 0.0000, 0.0000, 0.0000, 0.0000, 0.0001, 0.0013, 0.0000, 0.0000, 0.0000, 0.0000, 0.0010, 0.0000, 0.0000, 0.0000, 0.0000, 0.0000, 0.0001, 0.0020, 0.0000, 0.0000, 0.0000, 0.0000, 0.0000, 0.0000, 0.0001, 0.0000, 0.0000, 0.0000, 0.0000, 0.0000, 0.0006, 0.0007, -0.0103, 0.0024, 0.0007, -0.0004, 0.0014, -0.0104, -0.0790, 0.0029, 0.0014, -0.0001, 0.0001, 0.0011, 0.0007, 0.0002, 0.0002, 0.0002, 0.0096, 0.0000, 0.0001, 0.0003, -0.0005, 0.0000, 0.0001, 0.0002, 0.0042, -0.0005, 0.0024, 0.0002, -0.0001, 0.0000, 0.0000, -0.0001, 0.0000, 0.0001, 0.0000, 0.0000, 0.0000, 0.0001, 0.0000, 0.0052, 0.0005, 0.0000, 0.0000, 0.0000, 0.0000, 0.0000, -0.0001, -0.0002, -0.0006, 0.0039, -0.0002, 0.0062, 0.0033, 0.0046, 0.0000, 0.0000, 0.0000, 0.0000, 0.0000, 0.0000, 0.0000, 0.0000, 0.0000, 0.0000, 0.0002, -0.0001, 0.0012, 0.0003], "spin_multiplicity": 3, "gap_ha": [0.2652, 0.2763], "e_tot_ha": -5662.4089, "s_squared": 2.039, "de_lowest_kcal_mol": 21.0, "lumo_energy_ev": [-2.86, -2.64], "homo_ev": [-10.08, -10.16], "charge": 1}

# 2
{"formula": "C13H17N3O7S", "method": "ωB97M-V with the def2-TZVPD basis set", "symbols": ["C", "N", "C", "C", "C", "C", "C", "C", "N", "O", "O", "H", "S", "O", "O", "N", "C", "H", "C", "H", "O", "C", "H", "C", "H", "H", "H", "H", "H", "H", "H", "C", "H", "H", "C", "O", "O", "H", "H", "H", "H"], "coordinates": [[1.1720, 2.6024, 2.9127], [1.8382, 2.2552, 1.6816], [1.2957, 1.4071, 0.7612], [2.1066, 0.5648, -0.0272], [1.5507, -0.4299, -0.7957], [0.1718, -0.6146, -0.8256], [-0.6583, 0.2528, -0.1637], [-0.1070, 1.2896, 0.5900], [-0.9868, 2.3348, 0.9888], [-0.5101, 3.4660, 1.0538], [-2.1552, 2.0814, 1.1739], [-1.7291, 0.1720, -0.2641], [-0.5574, -1.9308, -1.7985], [0.4927, -2.8076, -2.2309], [-1.4313, -1.3618, -2.7763], [-1.5132, -2.6427, -0.6158], [-0.7576, -3.4522, 0.3165], [0.0896, -2.8622, 0.6707], [-1.6835, -3.8271, 1.4779], [-1.1832, -4.5111, 2.1649], [-2.8314, -4.4966, 1.0203], [-3.5526, -3.7089, 0.0997], [-4.4102, -4.3082, -0.2077], [-2.6845, -3.3467, -1.1059], [-3.2060, -2.6799, -1.7912], [-2.3942, -4.2631, -1.6389], [-3.9000, -2.7869, 0.5883], [-1.9730, -2.9099, 2.0135], [-0.3796, -4.3597, -0.1739], [2.1662, -1.0998, -1.3750], [3.1768, 0.6805, -0.0064], [3.1012, 2.8966, 1.4153], [3.3006, 3.6236, 2.2061], [3.9436, 2.1986, 1.3910], [3.0833, 3.6785, 0.0823], [4.0885, 3.8519, -0.5428], [1.9100, 4.1474, -0.3062], [1.1451, 3.9643, 0.2847], [0.6999, 3.5907, 2.8742], [1.9072, 2.5942, 3.7189], [0.4062, 1.8624, 3.1435]], "forces_ev_per_a": [[-0.10, 0.21, 0.30], [0.18, 0.11, 0.13], [-0.33, -0.29, -0.02], [-0.17, 0.19, 0.04], [-0.11, -0.09, -0.11], [-0.09, -0.48, -0.26], [-0.06, 0.34, 0.19], [0.83, -1.09, -0.57], [-0.34, 0.53, 0.09], [-0.47, 0.23, -0.09], [-0.07, 0.07, 0.13], [-0.11, 0.05, 0.05], [0.00, 0.26, 0.56], [0.12, 0.02, 0.20], [-0.30, 0.06, 0.04], [0.46, 0.57, -0.66], [0.14, -0.36, 0.51], [0.04, -0.13, 0.15], [0.34, 0.21, -0.05], [0.03, 0.12, -0.03], [-0.06, -0.21, 0.01], [0.06, 0.14, -0.30], [0.03, 0.12, -0.04], [-0.50, -0.17, -0.16], [-0.15, -0.14, 0.02], [-0.08, 0.04, 0.02], [-0.02, -0.05, -0.05], [0.04, -0.07, 0.01], [0.01, 0.07, 0.08], [0.17, -0.06, -0.03], [0.14, -0.01, 0.07], [0.12, 0.06, -0.43], [-0.03, -0.09, -0.04], [-0.04, 0.13, -0.05], [0.34, -0.44, 0.67], [0.06, 0.08, -0.13], [-0.61, 0.44, -0.27], [0.45, -0.20, -0.10], [0.07, -0.13, 0.10], [-0.03, -0.06, 0.01], [0.00, 0.02, 0.03]], "nbo_charge": [-0.4028, -0.4220, 0.2288, -0.2569, -0.1290, -0.3776, -0.1299, -0.0033, 0.5220, -0.4317, -0.3473, 0.2650, 2.3268, -0.9362, -0.9271, -0.6790, -0.2629, 0.2161, -0.0731, 0.2022, -0.5170, -0.0733, 0.2041, -0.2640, 0.2410, 0.1902, 0.1687, 0.1653, 0.2018, 0.2538, 0.2351, -0.3336, 0.2409, 0.2255, 0.7763, -0.5645, -0.6811, 0.5156, 0.2144, 0.2078, 0.2109], "spin_multiplicity": 1, "gap_ha": 0.2942, "e_tot_ha": -1594.5993, "de_lowest_kcal_mol": 119.8, "smiles": "CN(CC(=O)O)c1ccc(S(=O)(=O)N2CCOCC2)cc1[N+](=O)[O-]", "lumo_energy_ev": -1.16, "homo_ev": -9.16, "charge": 0}